<P>
Entry from the OMol25 dataset: an isolated ion of composition C5H12NO and charge -1 (ωB97M-V with the def2-TZVPD basis set).

The geometry in XYZ format:
```
19
Properties=species:S:1:pos:R:3
C -0.7364 2.4312 -1.6752
C -0.2284 1.6087 -0.3717
N 0.0208 0.2242 -0.6488
C -1.1397 -0.5164 -1.1273
C 0.7790 -0.3641 0.5271
C 0.3249 -1.4084 1.6722
O 1.2910 -2.2573 1.8501
H -1.3781 1.8616 -2.4163
H 0.1715 2.8038 -2.2395
H -1.2229 3.3866 -1.3590
H 0.7791 1.9915 0.0371
H -1.0672 1.7439 0.3283
H -0.7848 -1.2614 -1.9453
H -1.9830 -0.0171 -1.4839
H -1.4953 -1.2389 -0.3667
H 1.6402 -0.8879 0.0155
H 1.4380 0.3697 0.9275
H -0.6857 -1.8973 1.4038
H 0.1180 -0.8713 2.6890
```

Net charge: -1
Orbital gap, eV: 5.86
SMILES: CCN(C)CC[O-]

These are the Löwdin partial charges, in e, on atoms 1 to 8: atom 1 (C): -0.11, atom 2 (C): -0.28, atom 3 (N): -0.25, atom 4 (C): -0.12, atom 5 (C): -0.17, atom 6 (C): -0.58, atom 7 (O): -0.35, atom 8 (H): 0.06



<Q>
Entry from the OMol25 dataset: C5H12NO as an isolated structure (ωB97M-V with the def2-TZVPD basis set).

The geometry in XYZ format:
```
19
Properties=species:S:1:pos:R:3
C 3.2737 -0.9679 0.0097
N 3.8098 0.0997 0.6404
C -0.2808 1.4573 -0.5272
C -0.4967 -0.0329 -0.8164
C -1.1020 -0.7394 0.3775
C -2.4517 -0.0513 0.7824
O -3.1755 0.3107 -0.2815
H 2.5613 -1.7085 0.4097
H 2.7592 0.3047 0.2915
H 3.5325 -1.1055 -1.0596
H -1.3628 -1.8002 0.1304
H -1.2518 1.9463 -0.5148
H 0.2258 1.6367 0.4274
H 0.3008 1.9367 -1.3316
H -1.2780 -0.0815 -1.6009
H 0.4512 -0.5261 -1.1664
H -0.4298 -0.7811 1.2307
H -2.9269 -0.7277 1.5356
H -2.1583 0.8300 1.4631
```

Net charge: -1
Orbital gap, eV: 4.99

These are the Löwdin partial charges, in e, on atoms 1 to 8: atom 1 (C): -0.15, atom 2 (N): -0.08, atom 3 (C): -0.15, atom 4 (C): -0.31, atom 5 (C): -0.26, atom 6 (C): -0.57, atom 7 (O): -0.35, atom 8 (H): 0.07



<R>
Entry from the OMol25 dataset: C5H12NO as an isolated structure (ωB97M-V with the def2-TZVPD basis set).

The geometry in XYZ format:
```
19
Properties=species:S:1:pos:R:3
C -2.2348 -0.5076 0.8619
C -0.8174 0.0469 0.3516
N -0.7806 1.2774 -0.5277
C 1.7783 1.5635 -0.5273
C 0.4212 1.4054 -1.3122
C 2.8104 0.5020 -0.6670
O 4.1317 0.3710 -0.3729
H -2.8093 0.2357 1.5204
H -2.0853 -1.5319 1.1751
H -3.0088 -0.5236 0.0645
H -0.2003 0.0278 1.3859
H -0.3899 -0.8032 -0.2131
H -2.2534 -3.8515 2.4652
H 1.9564 2.5905 -0.5409
H 2.0502 0.4773 0.2804
H -2.1088 -4.2058 1.7394
H 0.6264 0.7009 -2.2040
H 2.4444 -0.1881 -1.6630
H 0.4695 2.4134 -1.8164
```

Net charge: -1
Orbital gap, eV: 6.17

These are the Löwdin partial charges, in e, on atoms 1 to 8: atom 1 (C): -0.17, atom 2 (C): -0.41, atom 3 (N): -0.17, atom 4 (C): -0.06, atom 5 (C): -0.43, atom 6 (C): -0.40, atom 7 (O): -0.23, atom 8 (H): 0.07



Quick one: most stable of them? <P>



<P>
Entry from the OMol25 dataset: a 2-piece molecular cluster, C4H13NO overall (ωB97M-V with the def2-TZVPD basis set).

The geometry in XYZ format:
```
19
Properties=species:S:1:pos:R:3
C 0.0362 0.1450 2.5225
C -0.8190 -0.2308 1.0939
N 0.0188 -0.6416 -0.0356
C -0.8107 -0.6917 -1.3509
C -0.6638 0.7213 -2.0014
H 0.7348 -0.6834 2.6189
H -0.7387 0.2512 3.3206
H 0.5134 1.1460 2.3385
H -1.3780 -1.1334 1.3960
H -1.4314 0.6844 0.8749
H 0.3673 -1.6100 0.1068
H -0.4025 -1.3591 -2.0644
H -1.9371 -0.9035 -1.3935
H -1.0240 1.5139 -1.3488
H 0.4824 0.9976 -2.0048
H -0.9706 0.7875 -3.0677
H 1.8832 0.1792 -0.2961
H 3.4057 0.0751 -0.3585
O 2.7341 0.7522 -0.3502
```

Net charge: -1
Orbital gap (spin up / spin down), eV: 2.97 / 9.55
2S+1: 2

These are the Löwdin partial charges, in e, on atoms 1 to 8: atom 1 (C): -0.16, atom 2 (C): -0.36, atom 3 (N): -0.13, atom 4 (C): -0.43, atom 5 (C): -0.18, atom 6 (H): 0.01, atom 7 (H): 0.04, atom 8 (H): 0.05



<Q>
Entry from the OMol25 dataset: a 2-piece molecular cluster, C4H13NO overall (ωB97M-V with the def2-TZVPD basis set).

The geometry in XYZ format:
```
19
Properties=species:S:1:pos:R:3
C -0.9595 1.5178 1.0061
C -1.0717 0.0299 0.6693
N -0.0229 -0.4156 -0.2174
C 0.7956 -1.6149 0.0750
C -0.4710 -0.5683 -1.7195
H -0.1769 1.7085 1.6669
H -0.9980 2.1386 0.0991
H -1.8074 1.8715 1.5912
H -2.0146 -0.1609 0.1737
H -1.1383 -0.7183 1.5028
H 0.3532 -2.6215 0.0085
H 1.2496 -1.4837 1.0888
H 1.6528 -1.5051 -0.6082
H -0.6703 -1.6469 -1.7873
H -1.2830 0.0911 -2.0529
H 0.4505 -0.3161 -2.2533
H 1.3701 1.5140 0.4696
H 2.5319 0.6630 0.0544
O 2.2098 1.5168 0.2333
```

Net charge: -1
Orbital gap (spin up / spin down), eV: 2.77 / 8.86
2S+1: 2

These are the Löwdin partial charges, in e, on atoms 1 to 8: atom 1 (C): -0.17, atom 2 (C): -0.36, atom 3 (N): -0.29, atom 4 (C): -0.35, atom 5 (C): -0.21, atom 6 (H): 0.03, atom 7 (H): 0.08, atom 8 (H): 0.05



Quick one: most stable of them? <P>



<P>
Entry from the OMol25 dataset: a 2-piece molecular cluster, C6H12N2 overall (ωB97M-V with the def2-TZVPD basis set).

The geometry in XYZ format:
```
20
Properties=species:S:1:pos:R:3
C -0.5486 -0.5707 -1.5027
C 0.8668 -0.0607 -1.4029
C 1.8696 -0.8368 -0.8972
N 2.9205 0.0597 -0.7719
C 2.5581 1.2960 -1.2127
N 1.1900 1.2700 -1.4173
H -0.9745 -0.7767 -2.5171
H -1.2086 0.1707 -1.0790
H -0.7259 -1.6008 -0.8448
H 1.7595 -1.8582 -0.8240
H 3.9197 -0.2051 -0.5994
H 3.2622 2.0163 -1.1869
C -1.7967 0.8348 1.9739
C -1.8981 -0.6598 1.6705
H -0.8201 1.2303 2.0707
H -2.1024 1.3918 1.0673
H -2.3339 1.2806 2.8102
H -1.6243 -0.8843 0.5968
H -1.2908 -1.2042 2.4007
H -3.0225 -0.8930 1.6657
```

Net charge: 0
Orbital gap, eV: 9.46
SMILES: Cc1c[nH]cn1.CC

These are the Löwdin partial charges, in e, on atoms 1 to 8: atom 1 (C): -0.07, atom 2 (C): -0.39, atom 3 (C): -0.07, atom 4 (N): 0.02, atom 5 (C): -0.14, atom 6 (N): 0.09, atom 7 (H): 0.08, atom 8 (H): 0.04



<Q>
Entry from the OMol25 dataset: a 2-piece molecular cluster, C6H12N2 overall (ωB97M-V with the def2-TZVPD basis set).

The geometry in XYZ format:
```
20
Properties=species:S:1:pos:R:3
C -2.5362 0.5390 -1.0507
C -1.2903 1.1660 -0.5019
C -0.8835 1.5263 0.7526
N 0.4337 1.9069 0.6286
C 0.8001 1.7106 -0.6618
N -0.2006 1.2570 -1.3681
H -2.6153 -0.5393 -0.9206
H -2.5184 0.6624 -2.1343
H -3.3987 1.0645 -0.6421
H -1.3577 1.6665 1.7064
H 0.9536 2.3441 1.3757
H 1.7972 1.6556 -1.0673
C 1.4248 -1.7659 -0.3027
C 1.2018 -1.8945 1.1848
H 2.5051 -1.6133 -0.4270
H 1.4123 -2.7454 -0.7954
H 0.7863 -1.0386 -0.7835
H 0.1975 -1.7067 1.5674
H 1.8527 -1.3082 1.8458
H 1.4355 -2.8872 1.5942
```

Net charge: 0
Orbital gap, eV: 9.58
SMILES: Cc1c[nH]cn1.CC

These are the Löwdin partial charges, in e, on atoms 1 to 8: atom 1 (C): -0.05, atom 2 (C): -0.34, atom 3 (C): -0.07, atom 4 (N): 0.04, atom 5 (C): -0.22, atom 6 (N): 0.07, atom 7 (H): 0.07, atom 8 (H): 0.07



<R>
Entry from the OMol25 dataset: one molecule with the formula C6H12N2 (ωB97M-V with the def2-TZVPD basis set).

The geometry in XYZ format:
```
20
Properties=species:S:1:pos:R:3
C -0.6400 -1.3026 1.0940
C -0.4847 -0.4866 -0.3252
C -1.8866 -0.0714 -0.7170
C -0.9929 0.9443 -0.3261
N -0.3073 1.9685 0.5257
C 1.0857 1.3318 0.1634
C 0.8707 -0.0264 -0.7951
N 2.2027 -0.6486 -0.3255
H -0.0059 -0.6879 1.8651
H -1.6528 -1.4691 1.4308
H 0.0588 -2.2978 0.7853
H -2.5458 -0.7134 -0.2062
H -2.1415 -0.3902 -1.8748
H -0.7109 0.9767 -1.5715
H -0.5593 2.0310 1.5206
H 1.6609 0.9594 0.8734
H 1.6574 2.3346 -0.2234
H 0.7288 -0.0777 -1.9441
H 1.7370 -1.7283 -0.7206
H 1.9255 -0.6463 0.7713
```

Net charge: 0
Orbital gap, eV: 9.03
SMILES: C[C@@]12C[C@H]1NC[C@H]2N

These are the Löwdin partial charges, in e, on atoms 1 to 8: atom 1 (C): -0.03, atom 2 (C): -0.40, atom 3 (C): -0.12, atom 4 (C): -0.30, atom 5 (N): 0.03, atom 6 (C): -0.12, atom 7 (C): -0.36, atom 8 (N): -0.02



Quick one: most stable of them? <Q>



<P>
Entry from the OMol25 dataset: one molecule with the formula C11H17NO2 (ωB97M-V with the def2-TZVPD basis set).

The geometry in XYZ format:
```
31
Properties=species:S:1:pos:R:3
C 2.7898 1.4221 1.3289
N 3.2605 0.5653 0.2435
C 3.1857 -0.9001 0.3105
C 2.3226 -1.5998 -0.7405
C 0.7936 -1.0507 -0.7754
C 0.4977 0.1018 -1.3701
C -0.6322 0.9013 -1.1254
C -1.6836 0.3364 -0.3931
O -2.7318 1.0710 -0.1513
C -2.6083 2.4997 0.0570
C -1.5175 -0.9595 0.0539
O -2.4453 -1.5713 0.8751
C -3.8524 -1.7368 0.4469
C -0.2252 -1.6418 -0.0528
H 1.6826 1.4272 1.3026
H 3.1390 1.2967 2.3688
H 3.0408 2.4853 0.9537
H 2.6633 0.9365 -0.4789
H 4.2619 -1.1497 0.2195
H 2.9275 -1.2347 1.3059
H 2.5821 -2.6540 -0.5793
H 2.7452 -1.3962 -1.7331
H 1.1067 0.5542 -2.0865
H -0.6713 1.8340 -1.7896
H -2.7147 2.8962 -1.0038
H -3.4775 2.6931 0.7086
H -1.7598 3.1329 0.4723
H -3.9376 -2.8105 -0.0262
H -4.1626 -0.9600 -0.1192
H -4.3636 -1.8486 1.3877
H -0.2156 -2.6399 0.3904
```

Net charge: 0
Orbital gap, eV: 8.97
SMILES: CNCCc1ccc(OC)c(OC)c1

These are the Löwdin partial charges, in e, on atoms 1 to 8: atom 1 (C): -0.15, atom 2 (N): -0.14, atom 3 (C): -0.25, atom 4 (C): -0.10, atom 5 (C): -0.21, atom 6 (C): -0.11, atom 7 (C): 0.01, atom 8 (C): -0.30



<Q>
Entry from the OMol25 dataset: one molecule with the formula C11H17NO2 (ωB97M-V with the def2-TZVPD basis set).

The geometry in XYZ format:
```
31
Properties=species:S:1:pos:R:3
C -4.2754 -0.6372 0.0768
C -2.9328 -0.4700 0.3205
C -1.7585 -0.2148 0.5414
C -0.3844 -0.2506 1.0248
C -0.0672 -0.5110 2.4400
C 0.6253 -0.1227 0.0707
C 0.4058 0.4239 -1.3424
N 0.3383 1.8381 -1.2435
C -0.9304 2.4659 -1.0905
C 1.4491 2.5463 -1.1071
O 1.4519 3.7244 -0.8615
O 1.9335 -0.1600 0.4225
C 2.7857 -1.2114 -0.1777
C 2.4900 -2.6786 0.4379
H -4.4500 -1.4279 -0.7546
H -4.6385 0.3557 -0.3771
H -4.8724 -0.8271 1.0101
H -0.5725 -1.4506 2.6410
H -0.6095 0.1498 3.0845
H 0.9900 -0.5383 2.4868
H 1.1973 0.1151 -1.9226
H -0.5590 0.0798 -1.8634
H -0.7625 3.5838 -0.8645
H -1.5691 2.3144 -1.9194
H -1.4649 1.9416 -0.0889
H 2.3877 1.9699 -1.3089
H 2.7803 -1.2031 -1.3483
H 3.7904 -0.7917 0.1103
H 2.3042 -3.3193 -0.3820
H 3.3383 -3.0939 0.9993
H 1.5792 -2.6003 0.9860
```

Net charge: 0
Orbital gap, eV: 8.70
SMILES: CC#C/C(C)=C(\CN(C)C=O)OCC

These are the Löwdin partial charges, in e, on atoms 1 to 8: atom 1 (C): -0.14, atom 2 (C): -0.13, atom 3 (C): -0.01, atom 4 (C): -0.22, atom 5 (C): -0.03, atom 6 (C): -0.23, atom 7 (C): -0.10, atom 8 (N): -0.16



Quick one: most stable of them? <P>



<P>
Entry from the OMol25 dataset: one molecule with the formula C5H7FO (ωB97M-V with the def2-TZVPD basis set).

The geometry in XYZ format:
```
14
Properties=species:S:1:pos:R:3
O 1.3281 0.7228 1.2661
C 0.1505 -0.0883 1.0755
C 0.5290 -1.1395 -0.0304
C 0.1355 -0.4419 -1.3607
C -0.5901 0.6407 -1.0879
C -0.9293 0.7864 0.3769
F -2.1840 0.2373 0.6036
H 1.4675 1.1107 0.3902
H -0.1417 -0.5527 2.0214
H -0.0117 -2.0743 0.0877
H 1.5936 -1.4274 0.0242
H 0.4873 -0.8750 -2.2958
H -0.8848 1.3325 -1.8767
H -0.9498 1.7688 0.8058
```

Net charge: 0
Orbital gap, eV: 11.13
SMILES: O[C@@H]1CC=C[C@H]1F

These are the Löwdin partial charges, in e, on atoms 1 to 8: atom 1 (O): -0.04, atom 2 (C): -0.28, atom 3 (C): -0.11, atom 4 (C): -0.04, atom 5 (C): -0.04, atom 6 (C): -0.28, atom 7 (F): -0.01, atom 8 (H): 0.09



<Q>
Entry from the OMol25 dataset: one molecule with the formula C5H7FO (ωB97M-V with the def2-TZVPD basis set).

The geometry in XYZ format:
```
14
Properties=species:S:1:pos:R:3
C -0.7002 0.6932 1.5132
C 0.4639 -0.1886 1.0807
O 1.2170 -0.6204 2.1539
C 0.6959 -0.4559 -0.1706
C -0.1650 0.1283 -1.1529
C -0.3079 -0.2586 -2.4760
F -1.0973 0.3876 -3.3092
H -0.4978 1.0566 2.6032
H -1.5440 -0.0014 1.3250
H -0.8461 1.6031 0.9743
H 1.5928 -1.4109 1.7775
H 1.6208 -0.9663 -0.4438
H -0.6594 1.0439 -0.8219
H 0.2273 -1.0106 -3.0536
```

Net charge: 0
Orbital gap, eV: 8.98
SMILES: C/C(O)=C\C=C\F

These are the Löwdin partial charges, in e, on atoms 1 to 8: atom 1 (C): -0.03, atom 2 (C): -0.40, atom 3 (O): 0.04, atom 4 (C): -0.11, atom 5 (C): -0.08, atom 6 (C): -0.15, atom 7 (F): 0.01, atom 8 (H): 0.12



Quick one: most stable of them? <P>